A 9-piece molecular cluster, C37H62F3NO39S9 overall in a non-equilibrium geometry, computed with ωB97M-V/def2-TZVPD.

The geometry in XYZ format:
```
151
Properties=species:S:1:pos:R:3
H -5.777 0.299 -2.043
N -4.875 -0.134 -1.754
C -3.931 0.468 -2.383
C -2.435 0.051 -2.163
C -1.709 0.773 -0.943
C -2.642 0.884 0.354
C -0.533 -0.216 -0.494
O 0.355 -0.545 -1.572
C 1.507 0.268 -1.567
C 2.152 0.134 -3.028
C 1.841 1.386 -3.942
C 2.204 0.975 -5.433
O 2.421 1.852 -6.243
O 2.252 -0.339 -5.873
S 2.840 -0.255 -0.395
O 4.008 0.602 -0.682
O 3.276 -1.640 -0.564
C 2.453 0.015 1.404
F 2.039 1.325 1.608
F 3.613 -0.114 2.150
F 1.565 -0.898 1.923
O -1.053 2.003 -1.279
C -1.959 3.071 -1.572
C -1.070 4.350 -1.952
C -0.622 5.175 -0.666
C 0.489 4.301 0.117
O -1.722 5.559 0.160
C -1.432 6.697 0.990
C -1.016 6.151 2.430
C 0.427 6.280 2.784
C 0.901 5.753 4.099
C -0.145 5.101 4.981
C -1.573 5.009 4.610
C -2.027 5.538 3.303
H -4.240 1.319 -3.059
H -2.412 -1.062 -1.989
H -1.890 0.251 -3.134
H -2.122 1.566 1.103
H -2.738 -0.115 0.858
H -3.643 1.337 0.136
H -0.044 0.284 0.390
H -1.020 -1.155 -0.086
H 1.309 1.366 -1.412
H 3.260 -0.040 -3.006
H 1.704 -0.801 -3.490
H 2.557 2.202 -3.668
H 0.760 1.692 -3.946
H 1.767 -0.402 -6.720
H -2.633 2.875 -2.459
H -2.607 3.394 -0.711
H -0.143 3.988 -2.479
H -1.666 5.041 -2.628
H -0.052 6.096 -1.022
H 0.876 3.460 -0.537
H 1.315 4.941 0.527
H -0.071 3.842 0.994
H -2.403 7.258 1.170
H -0.673 7.408 0.563
H 1.165 6.740 2.080
H 1.980 5.834 4.396
H 0.195 4.671 5.959
H -2.349 4.530 5.259
H -3.078 5.497 2.920
O 4.326 -7.308 2.841
S 3.469 -6.864 1.792
O 3.053 -7.712 0.732
O 4.098 -5.517 1.164
C 3.154 -4.447 1.275
C 2.321 -4.776 2.499
O 2.154 -6.196 2.458
H 2.542 -4.437 0.370
H 3.670 -3.492 1.371
H 1.355 -4.274 2.492
H 2.855 -4.524 3.420
O -6.564 1.641 -2.872
S -7.796 2.354 -2.995
O -7.878 3.766 -2.878
O -8.864 1.685 -1.987
C -10.003 1.231 -2.724
C -9.474 0.900 -4.106
O -8.500 1.912 -4.379
H -10.731 2.046 -2.763
H -10.454 0.367 -2.238
H -10.256 0.905 -4.864
H -8.967 -0.067 -4.113
O 1.845 5.481 6.881
S 3.172 5.967 6.956
O 4.257 5.338 6.289
O 3.564 6.168 8.512
C 3.921 7.531 8.748
C 3.135 8.330 7.726
O 3.154 7.530 6.543
H 4.997 7.635 8.589
H 3.678 7.817 9.771
H 3.573 9.308 7.536
H 2.093 8.452 8.035
O 5.026 -1.943 -3.503
S 5.156 -1.353 -4.791
O 4.068 -0.685 -5.447
O 5.765 -2.464 -5.796
C 6.988 -1.985 -6.360
C 7.566 -1.045 -5.318
O 6.437 -0.361 -4.773
H 6.751 -1.453 -7.285
H 7.656 -2.816 -6.582
H 8.275 -0.337 -5.744
H 8.049 -1.600 -4.509
O 3.098 -9.671 8.917
S 2.658 -9.205 7.648
O 1.360 -9.484 7.135
O 3.754 -9.635 6.544
C 4.250 -8.469 5.879
C 4.128 -7.350 6.894
O 2.899 -7.608 7.578
H 3.622 -8.281 5.006
H 5.279 -8.623 5.557
H 4.110 -6.366 6.428
H 4.938 -7.390 7.628
O -10.284 -3.202 -4.633
S -10.153 -2.637 -5.931
O -11.216 -1.958 -6.587
O -9.575 -3.775 -6.921
C -8.345 -3.333 -7.500
C -7.740 -2.390 -6.477
O -8.853 -1.673 -5.936
H -8.576 -2.810 -8.432
H -7.697 -4.182 -7.713
H -7.018 -1.705 -6.917
H -7.265 -2.943 -5.662
O -0.309 -11.931 2.121
S -1.275 -10.961 2.508
O -2.546 -10.850 1.879
O -0.563 -9.509 2.498
C -0.658 -8.918 3.796
C -0.708 -10.087 4.762
O -1.504 -11.076 4.103
H -1.580 -8.332 3.836
H 0.194 -8.266 3.982
H -1.147 -9.816 5.721
H 0.287 -10.506 4.926
O 3.830 7.065 -0.321
S 3.658 6.909 -1.725
O 3.442 8.008 -2.598
O 2.493 5.815 -1.970
C 3.009 4.729 -2.743
C 4.488 4.670 -2.412
O 4.893 6.036 -2.297
H 2.849 4.958 -3.801
H 2.493 3.805 -2.491
H 5.067 4.159 -3.180
H 4.658 4.184 -1.447
```

Results
SMILES string = [H]/N=C/C[C@@](C)(CO[C@H](CCC(=O)O)S(=O)(=O)C(F)(F)F)OCC[C@H](C)OCc1ccccc1.O=S1(=O)OCCO1.O=S1(=O)OCCO1.O=S1(=O)OCCO1.O=S1(=O)OCCO1.O=S1(=O)OCCO1.O=S1(=O)OCCO1.O=S1(=O)OCCO1.O=S1(=O)OCCO1
gap between HOMO and LUMO = 8.72 eV
spin multiplicity = 1

=====

C37H64BCl2EuN8O4 as an isolated structure in a non-equilibrium geometry, computed with ωB97M-V/def2-TZVPD.

The geometry in XYZ format:
```
117
Properties=species:S:1:pos:R:3
Eu -9.185 -14.350 10.730
C -8.035 -9.247 9.623
N -8.721 -10.057 8.585
C -9.107 -9.347 7.339
C -8.932 -11.340 8.835
O -8.714 -11.887 9.971
C -9.474 -12.239 7.641
O -9.141 -13.586 7.975
C -9.517 -14.615 7.013
C -8.976 -15.927 7.628
O -9.301 -16.081 8.837
N -8.300 -16.813 6.939
C -8.037 -18.125 7.568
C -8.044 -16.633 5.514
H -8.769 -8.780 10.288
H -7.497 -8.434 9.183
H -7.341 -9.859 10.205
H -10.201 -9.441 7.185
H -8.561 -9.687 6.432
H -8.889 -8.292 7.519
H -8.943 -11.949 6.692
H -10.520 -11.997 7.552
H -9.082 -14.365 6.016
H -10.597 -14.600 6.928
H -7.880 -18.028 8.654
H -7.177 -18.585 7.135
H -8.848 -18.833 7.388
H -7.506 -15.677 5.328
H -8.941 -16.689 4.877
H -7.360 -17.430 5.212
C -5.067 -12.897 8.902
C -5.670 -14.200 9.484
C -4.943 -15.479 9.032
C -5.702 -14.204 10.975
C -4.710 -13.836 11.924
C -5.323 -14.085 13.135
C -4.821 -13.642 14.449
C -5.427 -12.293 14.843
C -3.299 -13.566 14.470
N -6.560 -14.608 12.951
N -6.838 -14.629 11.567
B -7.538 -15.307 13.959
N -8.683 -14.408 14.463
N -9.342 -13.572 13.453
C -10.514 -13.205 14.025
C -10.673 -13.774 15.297
C -9.507 -14.485 15.577
C -9.212 -15.302 16.829
C -9.193 -16.803 16.588
C -7.991 -14.755 17.537
C -11.484 -12.298 13.355
C -10.865 -11.857 12.075
C -12.824 -13.068 13.068
N -8.241 -16.604 13.252
N -9.347 -16.408 12.328
C -9.876 -17.660 12.176
C -9.033 -18.639 12.722
C -7.987 -17.915 13.329
C -6.728 -18.488 13.922
C -5.643 -18.577 12.841
C -7.138 -19.835 14.446
C -11.153 -17.745 11.377
C -11.770 -16.387 11.006
C -11.002 -18.649 10.140
H -5.243 -12.795 7.819
H -5.568 -12.040 9.375
H -3.964 -12.766 9.136
H -6.729 -14.288 9.226
H -3.899 -15.455 9.312
H -5.296 -16.368 9.590
H -5.085 -15.703 7.958
H -3.774 -13.323 11.746
H -5.144 -14.414 15.154
H -5.465 -11.568 13.978
H -6.440 -12.398 15.327
H -4.728 -11.810 15.616
H -2.850 -12.734 13.890
H -2.976 -13.378 15.534
H -2.905 -14.551 14.104
H -6.769 -15.742 14.831
H -11.618 -13.766 15.820
H -10.068 -15.010 17.426
H -8.173 -17.204 16.487
H -9.690 -17.223 17.513
H -9.783 -17.064 15.657
H -7.048 -15.026 17.023
H -8.088 -13.674 17.666
H -7.847 -15.189 18.585
H -11.787 -11.471 14.008
H -10.850 -12.731 11.406
H -11.514 -11.063 11.636
H -9.854 -11.455 12.206
H -12.713 -13.859 12.272
H -13.218 -13.548 13.998
H -13.498 -12.319 12.637
H -9.235 -19.708 12.757
H -6.333 -17.911 14.754
H -5.860 -19.406 12.067
H -5.459 -17.676 12.264
H -4.669 -18.878 13.250
H -7.332 -20.578 13.613
H -6.363 -20.336 15.052
H -8.052 -19.716 15.048
H -11.849 -18.313 12.043
H -12.748 -16.506 10.526
H -11.844 -15.717 11.822
H -11.193 -15.876 10.219
H -10.286 -18.200 9.421
H -10.647 -19.632 10.516
H -11.981 -18.825 9.643
O -13.207 -16.118 15.448
C -13.217 -16.708 14.450
Cl -12.749 -13.597 9.184
C -13.471 -13.164 7.511
Cl -13.715 -11.404 7.423
H -14.417 -13.690 7.489
H -12.841 -13.526 6.691
```

Results
ΔE to the lowest compared entry with this formula, charge and spin = 48.33 kJ/mol
gap between HOMO and LUMO (spin up / spin down) = 4.79 / 8.19 eV
net charge = +2
spin multiplicity = 7

=====

A 10-piece molecular cluster, C37H64N4O15 overall in a non-equilibrium geometry, computed with ωB97M-V/def2-TZVPD.

The geometry in XYZ format:
```
120
Properties=species:S:1:pos:R:3
C 18.798 13.210 17.186
C 20.012 12.691 17.912
O 21.184 12.695 17.273
C 22.202 12.456 17.919
C 23.387 12.388 17.043
O 22.256 12.245 19.105
H 17.974 13.522 17.827
H 18.462 12.481 16.448
H 19.183 14.019 16.565
H 20.136 13.329 18.788
H 19.713 11.741 18.355
H 23.353 11.919 16.060
H 24.248 11.918 17.518
H 23.626 13.452 17.034
C 29.534 10.477 20.910
C 28.889 11.774 21.577
O 27.919 11.348 22.521
C 26.942 12.191 22.932
C 25.922 11.679 23.974
O 26.740 13.363 22.580
H 30.023 10.750 19.975
H 28.799 9.684 20.771
H 30.229 10.137 21.677
H 29.596 12.468 22.032
H 28.564 12.541 20.874
H 25.908 12.257 24.898
H 26.335 10.721 24.287
H 24.929 11.632 23.527
C 31.732 6.800 18.547
C 32.429 7.137 17.221
O 32.795 8.492 17.200
C 31.957 9.447 16.718
C 32.745 10.748 16.445
O 30.777 9.247 16.371
H 31.484 5.743 18.639
H 30.756 7.265 18.406
H 32.240 7.157 19.443
H 33.371 6.589 17.228
H 31.895 6.707 16.374
H 33.107 11.148 17.392
H 31.959 11.502 16.402
H 33.246 10.722 15.477
O 25.698 9.321 13.756
C 26.350 9.160 14.763
O 27.133 9.952 15.417
C 27.577 9.438 16.666
C 27.257 7.999 16.486
O 26.424 7.922 15.316
H 28.611 9.600 16.970
H 26.977 9.812 17.497
H 26.645 7.798 17.365
H 28.201 7.453 16.474
O 28.987 15.070 11.062
C 28.430 14.164 10.468
O 27.775 13.237 11.052
C 27.016 12.489 10.050
C 27.935 12.695 8.806
O 28.615 13.901 9.154
H 27.086 11.407 10.154
H 25.991 12.860 10.076
H 27.318 12.886 7.928
H 28.712 11.964 8.582
O 21.758 9.964 14.949
C 22.111 8.742 14.998
O 22.270 8.046 13.903
C 22.775 6.714 14.056
C 22.952 6.625 15.594
O 22.440 7.927 15.988
H 22.014 6.034 13.672
H 23.751 6.469 13.638
H 23.983 6.883 15.834
H 22.720 5.670 16.065
C 30.027 0.700 12.481
C 30.259 1.526 13.757
C 29.023 2.384 14.004
C 29.286 3.429 14.973
N 29.501 4.200 15.804
H 29.490 -0.249 12.510
H 31.001 0.406 12.090
H 29.424 1.313 11.811
H 31.207 2.066 13.747
H 30.377 0.762 14.525
H 28.035 1.967 14.199
H 28.928 2.981 13.097
C 28.938 9.505 11.866
C 28.240 8.690 10.840
C 28.402 7.177 10.984
C 29.834 6.762 10.900
N 30.939 6.457 10.790
H 28.833 9.001 12.826
H 28.638 10.547 11.981
H 29.981 9.608 11.567
H 28.376 9.142 9.858
H 27.169 8.793 11.011
H 28.012 6.581 10.159
H 27.744 6.781 11.757
C 27.454 13.136 14.362
C 27.723 14.616 14.691
C 27.221 15.072 16.093
C 27.871 14.308 17.187
N 28.340 13.732 18.059
H 27.614 12.576 15.284
H 28.089 12.717 13.582
H 26.450 13.191 13.941
H 27.239 15.169 13.886
H 28.745 14.984 14.603
H 26.146 14.902 16.141
H 27.254 16.133 16.344
C 21.051 4.958 19.250
C 22.427 4.717 19.813
C 22.429 4.155 21.231
C 22.217 5.201 22.307
N 21.918 5.966 23.172
H 20.566 5.813 19.721
H 20.433 4.067 19.150
H 21.007 5.425 18.266
H 23.074 5.589 19.717
H 22.878 3.845 19.339
H 23.467 3.873 21.409
H 21.898 3.258 21.548
```

Results
SMILES string = CCOC(C)=O.CCOC(C)=O.CCOC(C)=O.O=C1OCCO1.O=C1OCCO1.O=C1OCCO1.CCCC#N.CCCC#N.CCCC#N.CCCC#N
gap between HOMO and LUMO = 9.53 eV
spin multiplicity = 1